1.
This record from the OMol25 dataset describes a molecular structure, C21H33CsN3O3PS6Sb. The level of theory is ωB97M-V/def2-TZVPD.

Geometry as ORCA input:
```
! wB97M-V def2-TZVPD RIJCOSX def2/J DEFGRID3
* xyz -1 1
Cs 0.139 0.415 0.047
C -0.096 -2.920 -5.431
N 0.588 -3.511 -4.300
C 0.795 -4.866 -4.098
C 1.436 -5.002 -2.924
N 1.607 -3.727 -2.403
C 1.087 -2.792 -3.251
S 1.081 -1.129 -3.098
C 2.180 -3.464 -1.118
C 3.516 -3.753 -0.901
C 4.007 -3.584 0.388
C 3.145 -3.142 1.374
C 1.823 -2.866 1.040
N 1.341 -3.026 -0.193
H 0.093 -3.524 -6.317
H 0.286 -1.913 -5.573
H -1.168 -2.859 -5.245
H 0.461 -5.601 -4.807
H 1.762 -5.871 -2.385
H 4.138 -4.089 -1.718
H 5.045 -3.795 0.611
H 3.467 -2.999 2.399
H 1.119 -2.508 1.784
S -5.730 0.444 5.058
C -4.270 0.411 4.253
S -3.322 1.796 3.909
C -1.965 1.036 3.082
C -2.064 -0.314 2.976
S -0.987 -1.508 2.284
S -3.511 -1.016 3.683
S -0.718 2.157 2.595
C -4.820 0.982 -3.627
O -4.212 1.527 -2.455
P -2.949 0.797 -1.754
O -3.462 -0.741 -1.848
C -2.724 -1.692 -1.057
O -1.866 0.689 -2.997
C -1.108 1.854 -3.296
H -5.424 1.771 -4.071
H -5.454 0.137 -3.363
H -4.063 0.653 -4.340
H -3.321 -2.600 -1.018
H -2.565 -1.342 -0.035
H -1.761 -1.909 -1.527
H -0.200 1.536 -3.806
H -0.835 2.413 -2.394
H -1.684 2.516 -3.947
C 2.671 1.922 5.614
C 2.513 2.108 4.109
Sb 2.553 0.341 2.873
C 2.089 -1.161 4.369
C 3.212 -1.689 5.247
C 4.743 0.107 2.862
C 5.584 0.669 4.002
H 2.567 2.877 6.136
H 3.640 1.501 5.888
H 1.900 1.258 6.008
H 3.283 2.773 3.703
H 1.546 2.552 3.879
H 1.586 -1.976 3.845
H 1.289 -0.719 4.966
H 4.059 -2.059 4.661
H 2.865 -2.517 5.873
H 3.600 -0.918 5.915
H 5.049 0.586 1.926
H 4.949 -0.958 2.709
H 5.387 1.732 4.154
H 6.655 0.565 3.800
H 5.384 0.172 4.949
*
```

Calculated values
HOMO in Eh: -0.1105
DFT total energy in Eh: -4200.9646
Orbital gap in eV: 4.690
Max |F| in eV/A: 0.60

Atomic partial charges in e from the Löwdin method, atoms 1 to 2:
1 Cs 0.5754
2 C -0.0380

***

2.
This record from the OMol25 dataset describes 2 unconnected molecules or ions with the total composition C3H2O2S. The level of theory is ωB97M-V/def2-TZVPD.

Geometry as ORCA input:
```
! wB97M-V def2-TZVPD RIJCOSX def2/J DEFGRID3
* xyz 0 3
C -0.655 -0.724 0.308
C 0.382 -0.870 1.066
C 0.427 1.186 -1.077
O 1.347 -0.939 1.707
O 0.878 0.418 -1.816
S -0.090 2.386 -0.251
H -0.787 -1.303 -0.585
H -1.503 -0.154 0.647
*
```

Calculated values
<S²>: 2.009
Energy above the lowest of the compared OMol25 structures with the same formula, charge and spin in kcal per mole: 22.51
HOMO (spin up / spin down) in Eh: -0.2069 / -0.4022
DFT total energy in Eh: -664.0209
Orbital gap (spin up / spin down) in eV: 6.163 / 8.543
Max |F| in eV/A: 3.99

Atomic partial charges in e from the Löwdin method, atoms 1 to 2:
1 C -0.0168
2 C -0.3092